1.
A structure of composition C24H23N3O4S2 in a non-equilibrium geometry. Source: OMol25; level of theory: the ωB97M-V functional and the def2-TZVPD basis.

Results
Frontier orbital gap (eV): 7.90
Calculated total energy (Eh): -2189.2487
Max |F| (eV/Å): 18.2
ΔE to the lowest compared entry with this formula, charge and spin (kJ/mol): 2108.1

Structure (ORCA input):
```
! RIJCOSX wB97M-V def2-TZVPD def2/J DEFGRID3
* xyz 0 1
S -3.057 -3.652 -0.315
S 1.639 -3.404 0.692
O -1.414 0.597 -0.080
O -4.954 0.634 -1.203
O 6.808 -0.617 -0.875
O -0.914 5.212 0.928
N 4.588 1.115 -0.263
N 0.939 0.664 -0.058
N 2.471 -0.900 0.227
C 0.058 -3.549 0.514
C 3.280 1.390 0.211
C -3.104 -0.059 -2.336
C 1.399 -1.770 0.545
C -3.030 -1.444 1.199
C 0.280 4.995 1.563
C -1.826 1.716 -0.270
C -3.172 1.754 -0.525
C 6.704 -0.055 0.357
C -3.800 0.709 -1.313
C -1.170 2.781 0.329
C -0.797 -2.554 0.557
C -2.942 4.040 -0.223
C 2.182 0.469 0.233
C -0.203 0.104 0.018
C -1.627 3.995 0.419
C -4.457 -1.789 1.139
C 0.150 -1.533 0.411
C 5.231 0.193 0.674
C -2.325 -2.356 0.664
C 4.692 0.337 -1.669
C -3.704 3.067 -0.561
C -4.610 -2.772 -0.037
C 6.185 0.382 -1.821
H -4.457 3.348 -1.107
H -3.334 5.119 0.069
H -2.739 -0.772 1.843
H 4.160 0.958 -1.986
H 7.132 -0.485 1.323
H -0.103 2.525 0.832
H 3.079 2.124 -0.592
H 4.766 -0.920 0.940
H 5.239 0.787 1.775
H 4.180 -0.623 -1.450
H 3.191 1.971 1.052
H 0.975 4.732 0.931
H -5.530 -3.561 -0.096
H -0.496 -4.651 0.580
H 0.670 5.986 1.791
H -2.453 0.415 -2.710
H 0.367 4.255 2.458
H -3.797 -0.560 -2.992
H 6.144 -0.244 -2.698
H 6.670 1.103 -1.805
H -5.145 -1.075 1.345
H 7.093 1.028 0.372
H -2.677 -0.889 -1.663
*
```

***

2.
A structure of composition C24H23N9O2PZr. Source: OMol25; level of theory: the ωB97M-V functional and the def2-TZVPD basis.

Results
Frontier orbital gap (eV): 8.10
Calculated total energy (Eh): -1959.3558
Max |F| (eV/Å): 0.2
ΔE to the lowest compared entry with this formula, charge and spin (kJ/mol): 0.0

Structure (ORCA input):
```
! RIJCOSX wB97M-V def2-TZVPD def2/J DEFGRID3
* xyz 3 1
Zr -0.177 0.677 0.615
P 2.054 -0.831 -1.910
O -3.216 2.808 2.609
O 0.811 1.968 2.084
N 1.672 1.667 -3.156
N 0.133 -2.900 -1.884
N -0.857 0.000 2.894
N 1.939 -0.133 0.810
N 3.896 -0.936 0.225
N 0.646 1.542 -1.227
N -2.411 0.876 -0.210
N -0.366 -1.294 -0.477
N -1.227 2.407 1.487
C 2.663 -0.623 -0.204
C -1.305 -2.293 -0.349
C -3.257 1.654 0.510
C -1.529 -1.041 4.924
C -2.637 2.355 1.673
C -1.153 1.336 4.882
C -5.089 1.201 -0.933
C -4.228 0.438 -1.706
C -0.837 1.183 3.564
C -2.911 0.291 -1.309
C -1.509 0.179 5.580
C 2.754 -0.139 1.916
C 3.968 -0.640 1.560
C 0.503 -1.695 -1.420
C 2.478 1.362 -4.346
C 5.025 -1.434 -0.569
C -1.202 -1.096 3.579
C 0.825 -3.716 -2.892
C -0.390 2.123 2.476
C 0.441 2.805 -1.743
C -4.587 1.824 0.205
C 1.081 2.886 -2.937
C -0.997 -3.293 -1.217
C 1.399 0.868 -2.113
H 5.698 -0.613 -0.807
H 3.348 2.014 -4.368
H -2.229 -0.311 -1.893
H 2.803 0.327 -4.317
H -1.135 2.308 5.354
H -6.127 1.321 -1.214
H 4.662 -1.886 -1.488
H -1.800 -1.947 5.447
H -1.769 0.240 6.628
H 1.569 -4.350 -2.413
H 1.303 -3.073 -3.625
H -4.570 -0.045 -2.611
H 0.093 -4.340 -3.397
H -1.208 -2.033 3.036
H 5.558 -2.184 0.009
H -5.200 2.447 0.842
H -1.478 -4.237 -1.414
H -0.128 3.554 -1.219
H -2.135 -2.227 0.334
H 4.864 -0.807 2.134
H 2.428 0.230 2.872
H 1.877 1.529 -5.236
H 1.171 3.696 -3.641
*
```

***

Question: Which formula does entry 2 have?
Answer: C24H23N9O2PZr